Entry 1:
Below is a molecular structure, C46H51BClHfN7O4S at a distorted geometry, with properties calculated with ωB97M-V/def2-TZVPD.

The value obtained for the HOMO energy is -0.477 Ha. Its net charge is +2. For the LUMO energy, the calculation gives -0.2428 hartree. The value obtained for the orbital gap is 6.38 eV.

The geometry in XYZ format:
```
112
Properties=species:S:1:pos:R:3:forces:R:3:lowdin_charge:R:1
Hf -0.078932 0.942724 0.241175 -0.52 3.73 -0.45 1.7489
O 4.558908 2.013675 3.658772 0.27 0.04 0.28 0.1676
C 5.041584 1.927556 2.441484 0.04 0.06 -0.23 -0.4911
O 6.212632 1.832189 2.211940 -0.06 -0.01 -0.04 0.1100
C 4.049713 1.915540 1.292425 0.02 -0.18 -0.11 -0.0290
C 4.423177 1.860032 -0.057066 -0.18 0.09 0.29 -0.5422
Cl 5.993753 1.986579 -0.638493 -0.02 -0.01 0.02 0.9431
N 3.300352 1.722315 -0.816464 0.11 -0.27 0.00 -0.0044
N 2.221869 1.671655 -0.011669 -1.09 -0.26 0.59 0.0254
C 2.660647 1.813839 1.253021 0.29 0.13 -0.11 -0.1246
C 1.643876 1.962293 2.346468 0.93 -0.05 0.55 -0.4956
O 1.968777 2.102350 3.499750 -0.43 0.10 -0.18 0.1562
O 0.404934 1.964548 1.925650 -0.63 -1.41 -0.52 -0.1788
C 3.097075 1.770482 -2.241917 -0.10 0.07 -0.38 -0.1507
C 1.795282 1.802394 -2.743794 0.29 -0.16 0.13 -0.0816
C 1.561226 2.010649 -4.090132 -0.09 0.00 0.00 -0.0644
C 2.619710 2.141445 -4.972302 0.04 -0.03 -0.07 -0.0427
C 3.912843 2.050049 -4.490425 -0.01 -0.02 -0.01 -0.0366
C 4.157634 1.876212 -3.137228 -0.04 -0.03 0.17 -0.0223
H 3.584026 2.091948 3.708196 -0.09 -0.02 -0.08 0.0605
H 0.937121 1.664517 -2.094515 0.02 0.05 -0.07 0.0424
H 0.544448 2.080146 -4.450365 0.00 -0.03 0.00 0.1122
H 2.437767 2.294518 -6.027180 -0.02 0.04 0.01 0.1230
H 4.753212 2.128190 -5.166695 0.00 0.00 0.01 0.1252
H 5.171499 1.838946 -2.789879 0.00 -0.03 -0.13 0.0448
C -4.586338 1.610830 2.609267 -0.27 -0.23 -0.04 0.0102
N -3.537870 2.609744 2.476599 0.30 0.08 -0.15 -0.0847
C -3.271997 3.626349 3.368283 -0.02 0.09 0.08 0.0128
C -2.262216 4.355333 2.864968 0.06 0.00 0.08 0.0041
N -1.907817 3.785750 1.646411 -0.30 -0.23 0.23 0.0108
C -2.697894 2.697634 1.436637 0.15 0.51 0.26 -0.6552
S -2.724667 1.643900 0.098454 1.27 -0.82 -0.21 0.7472
C -0.998714 4.382861 0.736672 0.17 0.15 -0.28 -0.2497
C -0.866490 5.765420 0.779311 -0.10 -0.04 0.04 0.0304
C 0.041995 6.382779 -0.058256 0.03 -0.12 -0.02 -0.0036
C 0.764398 5.591927 -0.935852 -0.05 0.12 0.02 -0.0119
C 0.536396 4.231906 -0.933200 -0.04 0.04 -0.15 -0.1036
N -0.320810 3.604378 -0.111244 0.21 0.16 0.00 0.0432
H -4.840991 1.497232 3.658860 0.07 0.03 0.02 0.1099
H -4.238878 0.659357 2.212713 0.07 0.02 0.05 0.0543
H -5.471087 1.919497 2.052513 0.03 0.04 0.02 0.1163
H -3.811164 3.741759 4.292140 -0.02 -0.06 -0.02 0.1466
H -1.741878 5.191260 3.294210 0.03 0.01 -0.05 0.1396
H -1.486267 6.354454 1.438207 -0.01 -0.02 0.02 0.1238
H 0.166510 7.456461 -0.033969 -0.01 0.00 0.00 0.1317
H 1.476770 6.022865 -1.624540 0.01 -0.04 -0.01 0.1254
H 1.065092 3.614091 -1.643932 -0.02 0.09 0.11 0.0755
C -1.142950 -2.315506 -4.229446 -0.02 0.10 0.08 -0.0327
C -0.666905 -1.501963 -3.019370 0.03 0.05 -0.12 -0.3530
C -1.171777 -0.060485 -3.121876 -0.11 -0.46 -0.21 -0.0329
C 0.845206 -1.567371 -2.866865 -0.08 -0.04 0.11 -0.1335
C 1.660901 -1.345893 -3.964238 0.03 0.03 -0.05 -0.0358
C 3.030446 -1.520032 -3.865213 0.00 0.07 -0.05 -0.0480
C 3.587157 -1.930980 -2.670337 -0.07 -0.01 -0.03 -0.0311
C 2.817462 -2.156617 -1.525539 0.02 -0.06 0.10 -0.0987
C 3.621882 -2.649717 -0.314822 -0.06 0.19 0.15 -0.3345
C 4.561988 -1.535510 0.160544 0.04 -0.06 -0.08 -0.0525
C 2.902415 -3.191716 0.919603 0.01 -0.02 -0.16 -0.0574
C 1.436373 -1.934123 -1.641368 0.13 0.18 -0.19 -0.1200
N 0.516973 -2.187372 -0.577406 0.22 -0.28 0.18 -0.0138
B -0.264173 -1.272019 0.216104 -0.16 -1.69 0.57 -0.6000
N -1.174424 -2.160326 0.918382 -0.10 -0.30 0.13 0.0291
C -0.939240 -3.459804 0.509112 -0.09 0.13 0.11 -0.0453
C 0.067270 -3.475858 -0.388542 0.08 0.05 -0.13 -0.0414
C -2.378066 -1.965583 1.690300 -0.36 0.00 0.04 -0.1150
C -3.597156 -2.021692 0.986114 0.21 0.13 -0.06 -0.1328
C -4.787100 -1.931193 1.700700 -0.03 0.03 -0.01 -0.0392
C -4.783693 -1.819745 3.078077 -0.04 -0.03 0.02 -0.0695
C -3.579985 -1.815888 3.760692 -0.07 0.00 -0.03 -0.0283
C -2.360216 -1.907292 3.094332 0.12 -0.05 0.02 -0.1251
C -1.115012 -2.004327 3.962015 0.11 -0.06 -0.23 -0.3503
C -0.190853 -0.802144 3.785296 0.13 0.03 0.06 -0.0600
C -0.352495 -3.322528 3.790084 -0.12 0.03 0.15 -0.0370
C -3.674281 -2.255591 -0.514610 -0.20 0.01 -0.01 -0.3630
C -4.411589 -3.568762 -0.806646 0.14 0.03 0.00 -0.0387
C -4.348396 -1.092917 -1.248525 0.09 -0.14 -0.01 -0.0654
H -2.230943 -2.394356 -4.223107 0.00 0.00 -0.02 0.0842
H -0.725985 -3.321827 -4.200150 -0.02 0.00 -0.01 0.0969
H -0.848313 -1.853532 -5.172119 0.00 -0.01 -0.03 0.0821
H -1.125628 -1.948237 -2.138939 0.04 0.01 -0.05 0.0973
H -0.728705 0.443218 -3.980865 0.03 0.09 0.12 0.0754
H -0.936393 0.518471 -2.208296 -0.01 0.12 0.03 0.0068
H -2.255198 -0.049157 -3.244777 -0.02 0.12 0.12 0.0894
H 1.224653 -1.073548 -4.917112 -0.01 0.01 0.00 0.1215
H 3.659628 -1.363818 -4.731929 0.01 -0.03 0.00 0.1184
H 4.652928 -2.123232 -2.627828 0.00 0.02 0.03 0.1267
H 4.244940 -3.461474 -0.700873 -0.02 0.02 -0.05 0.1458
H 3.985158 -0.808424 0.736800 0.00 0.11 0.02 0.0686
H 5.051758 -1.028849 -0.670716 0.04 0.04 0.03 0.0638
H 5.336132 -1.939549 0.813360 -0.03 0.04 0.03 0.0994
H 2.294909 -2.423744 1.402030 -0.06 -0.02 0.00 0.0686
H 3.655400 -3.513405 1.640174 -0.01 0.00 -0.01 0.0944
H 2.277050 -4.049848 0.695547 -0.06 -0.06 0.05 0.0722
H -1.524299 -4.278570 0.895477 0.01 -0.02 -0.03 0.1506
H 0.491205 -4.305813 -0.930112 0.01 -0.02 0.04 0.1508
H -5.730276 -1.980227 1.170839 0.00 0.00 -0.01 0.1207
H -5.717932 -1.775107 3.623749 0.00 0.00 0.00 0.1178
H -3.586497 -1.784426 4.843630 0.05 0.01 -0.01 0.1201
H -1.471837 -1.980573 4.993107 -0.06 0.01 -0.02 0.1298
H 0.524101 -0.984639 2.974728 -0.07 0.12 -0.04 0.0549
H 0.385977 -0.616488 4.691688 0.05 -0.01 -0.02 0.0944
H -0.779474 0.094008 3.582210 0.09 0.14 -0.04 0.0701
H 0.115630 -3.398434 2.810365 0.04 0.01 0.00 0.0557
H -1.023426 -4.172044 3.922201 0.03 -0.04 -0.01 0.0931
H 0.430833 -3.395776 4.546094 0.01 0.00 -0.02 0.0916
H -2.667465 -2.354376 -0.915709 0.04 0.02 0.07 0.0973
H -5.467793 -3.496918 -0.546178 -0.01 -0.01 0.01 0.0842
H -3.979465 -4.394067 -0.239250 -0.03 -0.03 -0.02 0.0848
H -4.342410 -3.811627 -1.867661 -0.03 0.00 -0.01 0.0856
H -5.363858 -0.927665 -0.885665 -0.01 0.02 -0.01 0.0865
H -4.406939 -1.314133 -2.315825 -0.04 0.01 -0.01 0.0844
H -3.786473 -0.169447 -1.116396 -0.13 -0.11 -0.11 -0.0265
```
Forces are in eV/Å.


Entry 2:
Below is a molecular structure, C46H52N4OP2SSi2V, with properties calculated with ωB97M-V/def2-TZVPD.

The value obtained for the HOMO energy (alpha / beta) is -0.222 / -0.256 Ha. As for the multiplicity: 4. The value obtained for the energy above the lowest of the compared OMol25 structures with the same formula, charge and spin is 0.0 kcal/mol. Its net charge is 0. For the LUMO energy (alpha / beta), the calculation gives 0.0060 / 0.0061 hartree. The value obtained for the orbital gap (alpha / beta) is 6.20 / 7.12 eV.

The geometry in XYZ format:
```
109
Properties=species:S:1:pos:R:3:forces:R:3:nbo_charge:R:1
V -0.230662 0.212018 0.246085 0.15 0.83 0.08 1.1531
C 4.508477 -0.545180 1.936253 0.03 0.01 -0.01 -1.1408
Si 2.734491 -0.082738 2.319425 -0.22 -0.04 -0.03 1.8609
C 2.285272 -0.937131 3.933599 -0.03 -0.04 -0.02 -1.1314
C 2.706034 1.781823 2.612967 -0.03 0.02 -0.13 -1.1425
N 1.579373 -0.522974 1.131387 0.24 -0.29 -0.45 -1.6510
P 1.682216 -1.491060 -0.199931 0.46 -0.11 0.56 1.8134
C 0.157337 -1.730910 -0.795859 0.06 0.36 -0.18 -1.5899
P -0.683901 -0.990554 -2.024905 -0.43 0.12 -0.37 1.8312
N -1.268605 0.481384 -1.616388 0.40 -0.43 -0.30 -1.6465
Si -1.932194 1.830016 -2.433672 -0.05 -0.17 0.27 1.8555
C -2.274647 1.623541 -4.263226 0.03 -0.06 -0.04 -1.1378
C -3.607555 2.248409 -1.683737 0.02 0.05 0.08 -1.1273
C -0.822848 3.322204 -2.214217 0.13 0.08 0.10 -1.1328
C 0.268658 -0.872617 -3.584920 -0.10 -0.01 -0.07 -0.4083
C 0.482567 -1.990081 -4.390056 -0.11 -0.06 0.00 -0.1312
C 1.259932 -1.902446 -5.533174 0.05 0.10 -0.02 -0.2351
C 1.852993 -0.695017 -5.883289 -0.02 -0.06 0.01 -0.2124
C 1.672086 0.415710 -5.075191 -0.03 -0.07 0.01 -0.2075
C 0.883969 0.321824 -3.937694 0.06 0.16 0.13 -0.1895
C -2.101847 -2.076919 -2.416445 0.17 -0.18 0.03 -0.3918
C -3.370058 -1.593738 -2.700059 -0.03 0.08 -0.07 -0.1302
C -4.424893 -2.462633 -2.945248 0.00 -0.03 0.01 -0.2397
C -4.219757 -3.832283 -2.906948 0.03 -0.03 0.00 -0.2093
C -2.958242 -4.330988 -2.606473 -0.08 0.07 -0.01 -0.2100
C -1.914351 -3.457164 -2.354246 0.06 -0.03 0.09 -0.1840
C 2.447926 -3.078213 0.291467 -0.05 0.06 0.03 -0.4081
C 1.602367 -4.042014 0.838639 -0.13 0.01 -0.07 -0.1858
C 2.109331 -5.230529 1.332858 0.07 -0.06 0.01 -0.2192
C 3.475422 -5.482192 1.276037 -0.05 0.02 0.01 -0.2058
C 4.322656 -4.538327 0.719216 -0.02 0.01 -0.01 -0.2384
C 3.809679 -3.341848 0.233986 0.16 0.03 0.00 -0.1318
C 2.889079 -0.740937 -1.346469 0.10 -0.08 -0.01 -0.4052
C 3.205485 0.609946 -1.247187 -0.01 0.13 0.09 -0.2009
C 4.065287 1.209576 -2.157678 0.00 -0.10 -0.05 -0.2069
C 4.626609 0.456541 -3.179049 -0.03 0.07 0.06 -0.2099
C 4.308195 -0.889322 -3.296563 -0.01 0.03 0.00 -0.2271
C 3.441949 -1.478869 -2.391950 -0.06 -0.08 -0.04 -0.1313
H 5.161772 0.041039 2.582507 0.10 0.05 0.09 0.2336
H 4.783892 -0.324414 0.905273 0.01 0.05 -0.07 0.2401
H 4.712949 -1.597011 2.122651 -0.01 -0.10 0.02 0.2377
H 2.724333 -0.452093 4.803692 0.11 0.05 0.12 0.2288
H 2.628805 -1.971869 3.916272 0.00 -0.11 -0.01 0.2383
H 1.204359 -0.953018 4.079111 -0.11 0.02 0.02 0.2116
H 2.575722 2.024846 3.666951 -0.01 0.02 0.15 0.2273
H 1.907388 2.267671 2.051470 -0.02 -0.01 -0.02 0.2424
H 3.652850 2.222131 2.299854 0.07 0.07 -0.05 0.2371
H -2.947460 0.787587 -4.449145 -0.07 -0.08 -0.05 0.2339
H -1.388048 1.471333 -4.876200 0.08 0.00 0.03 0.2439
H -2.772621 2.527233 -4.617229 -0.06 0.10 -0.05 0.2326
H -4.364431 1.537803 -2.012440 -0.12 -0.11 -0.03 0.2263
H -3.925117 3.235857 -2.018495 -0.08 0.12 -0.03 0.2288
H -3.607483 2.249147 -0.591621 0.07 -0.01 -0.01 0.2182
H -0.027471 3.336087 -2.960582 0.07 0.01 -0.05 0.2319
H -0.345884 3.323520 -1.230062 -0.04 -0.01 0.02 0.2344
H -1.383123 4.251002 -2.318196 -0.05 0.11 -0.04 0.2316
H 0.028358 -2.940100 -4.135600 -0.02 0.02 0.03 0.2114
H 1.399489 -2.777310 -6.153353 0.02 -0.04 -0.04 0.2104
H 2.458425 -0.624392 -6.777062 0.02 -0.01 -0.03 0.2099
H 2.145674 1.355975 -5.322316 0.03 0.04 -0.02 0.2121
H 0.761600 1.195066 -3.306270 -0.03 -0.05 -0.01 0.2217
H -3.547515 -0.528587 -2.710169 0.01 0.08 0.00 0.2026
H -5.408529 -2.068225 -3.159778 -0.06 0.03 -0.01 0.2087
H -5.040442 -4.510801 -3.096787 -0.04 -0.02 -0.01 0.2091
H -2.796061 -5.398283 -2.550386 0.01 -0.06 0.00 0.2089
H -0.944849 -3.836331 -2.052660 0.03 0.01 -0.03 0.2348
H 0.532566 -3.857027 0.836728 0.01 0.03 0.01 0.2322
H 1.438787 -5.968754 1.751684 -0.02 -0.04 0.02 0.2094
H 3.873778 -6.412714 1.656767 0.01 -0.04 0.01 0.2107
H 5.386383 -4.726344 0.661165 0.04 -0.02 0.00 0.2116
H 4.489545 -2.612980 -0.188978 -0.03 0.01 0.00 0.2129
H 2.791792 1.206231 -0.437323 -0.01 -0.08 -0.04 0.2198
H 4.301334 2.260128 -2.059138 0.02 0.06 -0.01 0.2117
H 5.304475 0.917892 -3.884331 0.03 0.02 -0.03 0.2115
H 4.726711 -1.477390 -4.101793 0.02 -0.03 -0.03 0.2145
H 3.189626 -2.526982 -2.504684 -0.02 -0.01 0.03 0.2147
O -0.288431 2.188932 1.256466 -0.67 0.02 -0.06 -0.9696
S -1.724114 2.514100 1.659901 0.51 -0.25 -0.03 1.3005
C -1.666050 4.183046 2.276590 -0.02 -0.07 -0.15 -0.1696
C -2.834918 4.920200 2.207551 0.05 0.15 0.10 -0.2200
C -2.840561 6.216123 2.707391 0.00 -0.08 -0.05 -0.2045
C -1.678750 6.752425 3.239035 0.01 -0.04 -0.01 -0.1959
C -0.507971 6.003281 3.271942 0.03 0.03 0.01 -0.1847
C -0.490093 4.706358 2.788147 -0.09 0.10 0.04 -0.2229
C -1.945993 1.691243 3.236870 0.21 0.13 -0.01 -0.2344
C -0.816673 1.247447 3.905311 -0.23 -0.03 0.17 -0.2292
C -0.976313 0.652465 5.149094 0.05 0.02 -0.07 -0.1388
C -2.243354 0.506557 5.695558 -0.04 0.02 -0.05 -0.2179
C -3.361946 0.942852 4.998879 -0.03 0.00 -0.04 -0.1967
C -3.219658 1.537373 3.753665 0.09 -0.07 0.10 -0.2093
H -3.725324 4.495164 1.765270 -0.06 -0.04 -0.03 0.2240
H -3.746487 6.803128 2.662434 -0.03 0.05 0.01 0.2211
H -1.679732 7.763164 3.618926 0.01 0.07 0.03 0.2196
H 0.397931 6.433527 3.674652 0.03 0.03 0.02 0.2203
H 0.415163 4.117266 2.797940 0.05 -0.09 -0.02 0.2453
H 0.156406 1.356219 3.450471 0.10 0.03 -0.05 0.2462
H -0.105198 0.298915 5.683715 0.01 -0.01 0.04 0.2163
H -2.364112 0.042118 6.663028 0.00 -0.03 0.07 0.2182
H -4.350012 0.813577 5.417347 -0.03 -0.02 0.04 0.2196
H -4.087226 1.865068 3.199056 -0.07 0.05 -0.07 0.2238
N -1.348285 -1.599030 2.237605 0.25 0.11 -0.09 -0.3136
C -2.387389 -2.341504 2.644457 -0.08 -0.04 0.03 -0.0176
C -3.494085 -1.914749 1.941902 0.25 0.05 0.02 -0.3307
C -3.006971 -0.899930 1.105148 0.00 0.07 -0.03 -0.0106
N -1.707021 -0.716918 1.291774 -0.59 -0.45 0.59 -0.3758
H -0.354287 -1.701345 2.424282 -0.17 0.04 -0.03 0.4458
H -2.262529 -3.104553 3.391313 -0.02 -0.06 0.03 0.2254
H -4.494635 -2.290322 2.014399 -0.14 -0.04 0.00 0.2343
H -3.510792 -0.304436 0.363008 -0.09 0.02 -0.05 0.2295
```
Forces are in eV/Å.


E_tot (eV)
-92481.7847; -127413.6888